Entry 1:
Computed, not measured: C30H29AlBrI2NO9PS as an isolated structure, with ωB97M-V/def2-TZVPD.

Element x y z (Å)
C (1.61527, 1.46319, -3.07496)
C (2.98765, 1.98311, -2.74067)
I (3.11796, 4.09356, -2.92423)
C (4.08070, 1.32237, -2.39134)
I (3.87176, -0.79694, -2.41258)
Al (5.92331, 1.99460, -1.96168)
Br (7.15858, 2.10708, -3.97305)
C (6.08823, 3.67840, -0.91898)
C (7.40736, 3.86939, -0.17642)
O (7.70858, 5.28927, -0.13307)
C (7.36749, 3.30403, 1.24597)
N (8.66540, 2.95134, 1.83797)
P (6.96752, 0.28199, -0.61904)
S (5.86210, -0.31168, 0.93965)
H (1.33174, 0.64834, -2.40949)
H (1.58538, 1.12175, -4.11345)
H (0.87664, 2.26002, -2.97647)
H (6.04712, 4.48772, -1.65757)
H (5.25022, 3.85152, -0.23306)
H (8.23423, 3.39721, -0.72931)
H (8.02292, 5.51084, 0.74940)
H (6.70166, 2.43826, 1.28572)
H (6.91579, 4.07480, 1.88247)
H (9.17557, 3.79714, 2.06776)
H (9.23104, 2.46604, 1.14933)
H (8.19534, 0.77446, -0.12834)
H (7.39226, -0.81355, -1.39729)
C (-3.27134, 0.76426, -5.33436)
C (-1.99332, 0.49845, -5.08063)
C (-1.60301, -0.44468, -3.99874)
O (-0.43917, -0.67950, -3.76822)
C (-2.69516, -1.07560, -3.21471)
C (-3.97507, -0.81092, -3.46734)
C (-4.35745, 0.12958, -4.54854)
O (-5.52503, 0.37561, -4.78619)
H (-3.58193, 1.44769, -6.11455)
H (-1.18008, 0.94842, -5.63614)
H (-2.38488, -1.75590, -2.43166)
H (-4.78789, -1.25504, -2.90599)
C (7.13880, -5.65000, 2.34711)
C (7.06361, -5.86346, 3.65669)
C (6.98791, -4.73199, 4.61586)
O (6.92500, -4.93723, 5.81215)
C (6.99560, -3.36263, 4.05604)
C (7.06651, -3.13711, 2.74460)
C (7.14838, -4.27015, 1.78425)
O (7.23064, -4.09974, 0.58915)
H (7.19909, -6.45673, 1.62707)
H (7.05642, -6.85663, 4.08858)
H (6.93559, -2.55550, 4.77547)
H (7.06011, -2.13178, 2.32773)
C (-8.87261, 1.40229, -2.32105)
C (-7.79741, 0.62730, -2.43150)
C (-7.60713, -0.53166, -1.52464)
O (-6.62690, -1.24396, -1.61702)
C (-8.64223, -0.80240, -0.49440)
C (-9.71510, -0.02438, -0.38624)
C (-9.91029, 1.13506, -1.29613)
O (-10.89068, 1.84408, -1.19710)
H (-9.04422, 2.25572, -2.96467)
H (-7.02524, 0.79428, -3.17282)
H (-8.45943, -1.65340, 0.14451)
H (-10.48713, -0.18260, 0.35114)
C (-7.85196, 0.19175, 4.68620)
C (-8.45417, -0.00510, 3.51682)
C (-9.12478, -1.29152, 3.20605)
O (-9.67346, -1.46905, 2.13765)
C (-9.09933, -2.35131, 4.24346)
C (-8.49821, -2.15515, 5.41324)
C (-7.82814, -0.86671, 5.72903)
O (-7.28585, -0.68657, 6.79599)
H (-7.35488, 1.11977, 4.93794)
H (-8.48531, 0.75062, 2.74203)
H (-9.59502, -3.27956, 3.98941)
H (-8.46567, -2.91116, 6.18722)

Calculated values
2S+1	1
molecular weight	971.30	g mol⁻¹
charge	-1
total energy	-164462.9130	eV
HOMO-LUMO gap	3.96	eV

Entry 2:
Computed, not measured: C30H29AuF15GeN7O3S as an isolated structure, with ωB97M-V/def2-TZVPD.

Element x y z (Å)
Au (-0.70054, 2.26316, 0.35663)
N (-0.68236, -0.33517, -2.99118)
C (-0.81528, -1.55502, -2.41771)
C (-1.85589, -2.47091, -2.99416)
C (-1.56938, -2.87585, -4.44984)
C (-0.60469, -4.04605, -4.60248)
N (0.71198, -3.82999, -3.98379)
C (1.68192, -3.07820, -4.49253)
N (1.48830, -2.38825, -5.61255)
N (2.86234, -3.00175, -3.87584)
C (-1.64894, -1.37124, -0.33811)
O (-1.40899, -2.44630, 0.08177)
O (-2.10621, -0.26927, -0.24165)
H (-1.52181, 0.18483, -3.21201)
H (0.06681, 0.25733, -2.65269)
H (0.11633, -1.98077, -2.05904)
H (-2.82732, -1.96632, -2.97032)
H (-1.95488, -3.35332, -2.35905)
H (-1.22435, -2.00018, -5.00506)
H (-2.50307, -3.18636, -4.92377)
H (-0.46334, -4.30500, -5.65464)
H (-1.01943, -4.93307, -4.12688)
H (0.91657, -4.33332, -3.13630)
H (0.60740, -2.41675, -6.09380)
H (2.23249, -1.85029, -6.02545)
H (3.07146, -3.57242, -3.07542)
H (3.59641, -2.41134, -4.23010)
O (0.03903, 1.68780, 2.20775)
C (-0.57006, 1.70293, 3.30378)
C (-2.04774, 1.60691, 3.43461)
C (-2.27768, 0.06461, 3.42637)
C (-1.39406, -0.79066, 4.35943)
C (0.09857, -0.92410, 3.98137)
C (0.97657, 0.27180, 4.40201)
N (0.12800, 1.48337, 4.42701)
H (-2.57818, 2.07850, 2.60669)
H (-2.38842, 2.04671, 4.37247)
H (-2.13853, -0.28736, 2.40094)
H (-3.32440, -0.10556, 3.67824)
H (-1.82446, -1.79229, 4.33906)
H (-1.49892, -0.45746, 5.39782)
H (0.17278, -1.07155, 2.90017)
H (0.49893, -1.82733, 4.44224)
H (1.80467, 0.43150, 3.71659)
H (1.38519, 0.15138, 5.40232)
H (-0.44877, 1.52250, 5.25477)
N (-2.60177, 2.22681, -2.00040)
N (-1.71341, 3.10733, -1.28826)
H (-3.27022, 2.79037, -2.51815)
H (-3.09931, 1.66038, -1.32209)
H (-2.21213, 3.92492, -0.93908)
H (-1.01661, 3.43315, -1.95410)
F (2.52964, 3.27864, 1.94500)
C (3.78303, 2.83823, 1.74486)
C (4.20640, 2.58548, 0.45017)
C (5.51618, 2.16406, 0.29029)
F (5.99962, 1.89492, -0.92986)
C (6.37033, 1.99357, 1.36718)
F (7.61646, 1.58212, 1.18207)
C (5.90688, 2.24728, 2.64828)
F (6.70527, 2.08118, 3.68500)
C (4.60044, 2.67335, 2.84280)
F (4.15207, 2.91599, 4.06914)
Ge (2.92243, 2.78746, -0.99244)
S (1.30394, 1.29039, -0.68198)
C (3.74321, 2.41225, -2.72584)
C (4.53680, 3.38488, -3.31206)
F (4.73715, 4.53789, -2.66689)
C (5.16693, 3.20771, -4.53049)
F (5.91481, 4.16217, -5.05372)
C (5.01218, 2.00007, -5.19636)
F (5.60463, 1.79730, -6.35799)
C (4.23940, 1.00024, -4.62909)
F (4.09582, -0.18557, -5.25955)
C (3.62451, 1.21763, -3.41234)
F (2.90662, 0.19520, -2.90259)
C (2.17704, 4.59401, -1.08277)
C (1.21480, 4.87052, -2.03571)
F (0.81441, 3.88346, -2.88124)
C (0.62484, 6.10755, -2.18897)
F (-0.32303, 6.29761, -3.10493)
C (1.03025, 7.14757, -1.36566)
F (0.48229, 8.33958, -1.49107)
C (2.01458, 6.92443, -0.41607)
F (2.41355, 7.91440, 0.36262)
C (2.57257, 5.66061, -0.28962)
F (3.53138, 5.51075, 0.62100)

Calculated values
2S+1	3
molecular weight	1122.22	g mol⁻¹
energy above the lowest of the compared OMol25 structures with the same formula, charge and spin	0.86	kJ/mol
charge	+2
total energy	-159943.5399	eV
HOMO-LUMO gap (alpha / beta)	7.51 / 6.18	eV

Entry 3:
Computed, not measured: C30H29BrCeN7O2S2Se as an isolated structure, with ωB97M-V/def2-TZVPD.

Element x y z (Å)
Ce (-3.17814, 9.78302, 15.30318)
C (1.47073, 8.45786, 16.24139)
C (0.00071, 8.85503, 16.22977)
N (-0.60588, 9.57778, 15.34992)
C (0.06826, 10.21827, 14.18269)
C (-0.98690, 10.84853, 13.28800)
N (-1.94661, 11.66753, 14.04040)
C (-3.01671, 12.25933, 13.25805)
C (-4.18180, 12.82276, 14.06280)
N (-4.37023, 12.06155, 15.34868)
C (-5.70729, 11.93678, 15.93928)
C (-5.59305, 11.05881, 17.23463)
N (-4.31061, 10.38211, 17.40515)
C (-3.63593, 10.20701, 18.62652)
C (-2.71111, 11.36284, 19.19221)
C (-2.70578, 9.03370, 18.50114)
C (-2.39971, 8.14179, 19.53701)
C (-1.31066, 7.28914, 19.36151)
C (-0.50997, 7.38725, 18.22044)
C (-0.84484, 8.38265, 17.28759)
N (-2.01322, 9.05726, 17.40892)
H (1.62432, 7.37251, 16.40095)
H (1.91273, 8.93297, 17.12204)
H (1.95543, 8.76648, 15.31872)
H (0.65950, 9.49061, 13.61576)
H (0.74956, 11.02536, 14.58573)
H (-1.58701, 10.11464, 12.72809)
H (-0.44231, 11.42667, 12.49806)
H (-1.53511, 12.30938, 14.73141)
H (-3.40830, 11.43660, 12.63719)
H (-2.65225, 13.04442, 12.55307)
H (-5.10591, 12.73259, 13.48957)
H (-3.97189, 13.89673, 14.24694)
H (-3.79966, 12.55813, 16.07846)
H (-6.36123, 11.44775, 15.24099)
H (-6.10170, 12.96598, 16.19275)
H (-6.40669, 10.33097, 17.13038)
H (-5.89863, 11.65479, 18.12647)
H (-2.10230, 11.86742, 18.43654)
H (-2.06782, 10.89691, 19.95313)
H (-2.77441, 13.00272, 20.48274)
H (-2.95729, 8.13658, 20.45423)
H (-1.04461, 6.57157, 20.11969)
H (0.39174, 6.79659, 18.08948)
S (-3.23763, 13.97219, 17.55264)
C (-4.13540, 13.42814, 18.89230)
C (-5.36399, 14.02092, 19.16004)
C (-6.16908, 13.54187, 20.23355)
C (-7.41709, 14.23677, 20.46216)
N (-8.42734, 14.77650, 20.64893)
C (-5.74059, 12.49169, 21.04418)
C (-4.52049, 11.68060, 20.79580)
C (-3.52114, 12.44606, 19.87280)
S (-4.92784, 9.97104, 20.21904)
C (-6.53589, 12.07697, 22.10014)
N (-7.23044, 11.77642, 23.00918)
H (-5.68632, 14.85961, 18.53625)
H (-4.01965, 11.59414, 21.81226)
Se (-4.43576, 9.48572, 12.86349)
Br (1.93381, 6.17394, 10.78714)
C (0.48110, 6.08948, 11.96307)
C (0.64479, 5.38323, 13.20161)
C (-0.34541, 5.42928, 14.12373)
C (-1.45142, 6.25040, 13.90451)
C (-1.64872, 6.87310, 12.69605)
C (-0.70444, 6.75324, 11.68184)
C (-2.46598, 6.38257, 15.08984)
O (-2.51990, 5.44151, 15.89279)
O (-3.12822, 7.49402, 15.15688)
H (1.58780, 4.86509, 13.44135)
H (-0.30172, 4.89407, 15.05686)
H (-2.52748, 7.53180, 12.53148)
H (-0.90667, 7.20478, 10.69153)

Calculated values
2S+1	2
molecular weight	882.72	g mol⁻¹
charge	-2
total energy	-216095.3645	eV
HOMO-LUMO gap (alpha / beta)	1.98 / 3.85	eV

> Which of these has the highest charge?

C30H29AuF15GeN7O3S